(1)
{"formula": "C4H12", "method": "ωB97M-V/def2-TZVPD", "elements": ["C", "C", "C", "C", "H", "H", "H", "H", "H", "H", "H", "H", "H", "H", "H", "H"], "coordinates": [[-0.61739, 2.21506, 1.12794], [1.30082, -1.60207, -0.95082], [-1.00766, 0.81919, 1.71302], [0.22039, -1.36407, -2.01163], [-0.84203, 2.53949, 0.10531], [-1.39186, -0.00020, 0.91165], [1.92009, -2.48358, -1.20336], [-1.78160, 0.89808, 2.53887], [-0.78239, 3.08163, 1.81199], [2.01618, -0.70196, -0.79356], [0.46756, 2.22464, 0.89642], [-0.43026, -2.38105, -2.21662], [0.82889, -0.88783, -2.88819], [-0.15201, 0.39013, 2.22138], [-0.56653, -0.72723, -1.43025], [0.81782, -2.02025, 0.16785]], "mulliken_spin": [0.78, 1.53, 0.74, 1.09, -0.38, -0.05, -0.34, -0.24, -0.01, -0.42, -0.29, -0.22, -0.54, -0.15, -0.09, -0.40], "charge": -1, "homo_lumo_gap_ev": [2.908, 11.326], "energy_ev": -4339.168, "spin_multiplicity": 2, "s2": 0.75, "relative_energy_ev": 1.868, "lumo_ev": [4.35, 4.27], "e_homo_ev": [1.45, -7.06]}

***

(2)
{"formula": "C4H9N2O", "method": "ωB97M-V/def2-TZVPD", "elements": ["O", "N", "N", "C", "C", "C", "C", "H", "H", "H", "H", "H", "H", "H", "H", "H"], "coordinates": [[4.57264, 1.28974, 2.89769], [0.38323, 0.26147, -1.04975], [-1.47619, 0.45681, -0.00699], [-0.40996, -0.86003, -1.36115], [-1.57136, -0.74110, -0.66877], [-2.66126, -1.76775, -0.65380], [-0.29406, 1.01854, -0.19006], [1.37922, 0.26184, -1.25415], [-2.25617, 1.02913, 0.26159], [5.22412, 0.71549, 3.29426], [-3.06671, -1.95091, 0.34092], [-3.44562, -1.59063, -1.37943], [0.12339, -1.64113, -1.87542], [-2.19702, -2.74197, -0.83054], [-0.08521, 2.01800, 0.15363], [4.93620, 2.13212, 3.16153]], "nbo_charge": [-0.94, -0.45, -0.45, -0.05, 0.16, -0.66, 0.27, 0.46, 0.45, 0.47, 0.25, 0.26, 0.26, 0.26, 0.26, 0.47], "charge": 1, "homo_lumo_gap_ev": 10.464, "energy_ev": -9315.292, "relative_energy_ev": 0.724, "lumo_ev": -3.38, "e_homo_ev": -13.84}

***

(3)
{"formula": "C3H2Cl2O2", "method": "ωB97M-V/def2-TZVPD", "elements": ["Cl", "Cl", "O", "O", "C", "C", "C", "H", "H"], "coordinates": [[-1.52489, 1.67699, 0.93430], [-2.74121, -0.58236, -0.54114], [-0.39997, -1.63092, 0.83820], [2.66059, -0.46087, -0.88232], [-0.22783, -0.58622, 0.38536], [-1.26249, 0.37438, -0.26715], [2.01728, -0.10654, 0.02312], [-1.03477, 0.85748, -1.26400], [2.51329, 0.45807, 0.77364]], "nbo_charge": [0.00, 0.00, -0.47, -0.48, 0.52, -0.35, 0.38, 0.27, 0.13], "charge": 0, "homo_lumo_gap_ev": [8.436, 8.437], "energy_ev": -32279.647, "relative_energy_ev": 3.693, "lumo_ev": [-0.06, -0.06], "e_homo_ev": [-8.49, -8.49]}

***

(4)
{"formula": "C44H53Cl5GaNO6P4", "method": "ωB97M-V/def2-TZVPD", "elements": ["Ga", "Cl", "Cl", "Cl", "Cl", "Cl", "P", "P", "P", "P", "O", "O", "O", "O", "O", "O", "N", "C", "C", "C", "C", "C", "C", "C", "C", "C", "C", "C", "C", "C", "C", "C", "C", "C", "C", "C", "C", "C", "C", "C", "C", "C", "C", "C", "C", "C", "C", "C", "C", "C", "C", "C", "C", "C", "C", "C", "C", "C", "C", "C", "C", "H", "H", "H", "H", "H", "H", "H", "H", "H", "H", "H", "H", "H", "H", "H", "H", "H", "H", "H", "H", "H", "H", "H", "H", "H", "H", "H", "H", "H", "H", "H", "H", "H", "H", "H", "H", "H", "H", "H", "H", "H", "H", "H", "H", "H", "H", "H", "H", "H", "H", "H", "H", "H"], "coordinates": [[-0.04744, 0.34965, -1.00135], [-3.77227, 2.65062, -4.85342], [-3.22355, 0.83658, -2.34252], [-1.36135, 3.91183, -6.36775], [1.92912, 1.84803, -2.61243], [1.54330, 3.44277, -5.32773], [1.68318, -1.23551, -2.11571], [0.23724, -1.89816, 0.22656], [-1.97176, 0.71741, 1.55814], [0.19001, 2.68483, 1.27413], [0.92985, 2.59897, 2.63412], [0.41246, 4.13893, 0.74499], [-3.42562, 0.48324, 2.07881], [-0.99616, -0.12758, 2.43515], [-1.77942, 0.32479, 0.12943], [0.67948, 1.65582, 0.27597], [1.52157, -2.29981, -0.80977], [-2.17620, 2.41644, -4.27535], [-5.16320, -0.46719, 0.71175], [-5.58285, 1.55176, 2.16971], [1.07604, -2.12675, -3.57558], [-1.10766, -3.87224, -1.29241], [0.92344, -2.51081, 1.79651], [-2.19344, -4.69182, -1.54840], [1.01059, 5.12079, -1.35957], [2.23450, -3.39581, 4.06986], [-3.32252, -3.82095, 0.38326], [-0.18060, -1.72641, -4.02271], [-1.94230, 1.64740, -3.13222], [-1.11921, -3.03678, -0.18007], [-0.66508, 1.48910, -2.61405], [-0.77945, -2.36060, -5.09349], [2.21352, 4.27302, 3.80667], [0.20516, 2.80761, -4.47498], [-1.04295, -0.36406, 3.87307], [-1.09724, 2.99291, -4.95319], [2.41934, -2.09249, 3.63170], [2.29268, 3.11750, 2.82788], [1.11487, -3.82850, -5.26231], [4.16949, -1.07751, -3.44144], [5.50048, -0.69843, -3.48269], [1.76891, -1.65234, 2.49206], [-2.24041, -3.00231, 0.64576], [-1.56079, 2.48634, 1.69244], [-4.59784, 0.82514, 1.27128], [2.24986, -3.55979, -0.71236], [1.39440, -4.25189, 3.37342], [5.40122, -0.04223, -1.17073], [-0.14702, 4.64269, -0.50041], [3.46385, -0.96036, -2.25057], [0.73634, -3.81567, 2.23616], [4.07939, -0.43694, -1.11256], [-1.44746, 0.87915, 4.64002], [-1.11239, 5.77247, -0.17611], [1.72511, -3.19325, -4.19329], [-1.95227, -1.54581, 4.17012], [-3.29963, -4.66712, -0.71441], [3.15094, 1.97874, 3.34625], [0.38493, 2.07955, -3.30460], [-0.12827, -3.41475, -5.71482], [6.10916, -0.16847, -2.35741], [7.13487, 0.16474, -2.40682], [4.14782, 2.35051, 3.56253], [-0.59704, -3.92700, -6.54007], [-2.24722, -2.31750, 1.48032], [1.57217, 5.06135, 3.42238], [-5.42748, -1.14063, 1.52300], [2.94541, -3.54151, 0.12794], [-2.13971, 3.01488, 0.93718], [1.82059, 3.93017, 4.75928], [3.49924, -0.32658, -0.20109], [1.51372, 5.95352, -0.87454], [-1.93743, 5.44314, 0.45119], [-0.58532, 6.56803, 0.34369], [0.63975, 5.44841, -2.32624], [-4.17711, -3.80029, 1.04101], [-2.16765, -5.35279, -2.40202], [1.89906, -0.64039, 2.12761], [3.07487, -1.42724, 4.17487], [-1.59173, -2.43606, 3.65866], [2.68567, -3.54145, -3.84194], [-1.95397, -1.74205, 5.23941], [1.56551, -4.39717, -0.57793], [6.05431, -0.80622, -4.40149], [-5.82870, 0.93381, 3.02923], [-0.00482, -0.62580, 4.10778], [1.25857, -5.26748, 3.71179], [-1.74766, -2.03183, -5.43428], [5.88128, 0.37446, -0.29806], [-1.76129, 2.92044, 2.66712], [3.22339, 1.18255, 2.60987], [-6.49611, 1.74938, 1.61653], [-2.96815, -1.32273, 3.85162], [3.20736, 4.67927, 3.96842], [2.72422, 1.58146, 4.26394], [-0.74901, 1.68856, 4.43718], [-0.66971, 3.81485, -1.00347], [-1.41885, 0.65651, 5.70387], [1.72888, 4.31855, -1.50550], [-0.25767, -3.88024, -1.96140], [-0.68791, -0.91976, -3.50347], [-6.05749, -0.25669, 0.13395], [2.74907, -3.75040, 4.95068], [-4.26937, 1.47335, 0.44943], [-4.15555, -5.28673, -0.93018], [-2.46278, 1.16705, 4.37219], [3.67477, -1.44790, -4.32809], [-5.18008, 2.49727, 2.52331], [-4.43032, -0.95327, 0.07185], [2.81721, -3.72066, -1.62746], [0.08996, -4.48490, 1.68548], [-1.51876, 6.17720, -1.09897], [1.61414, -4.65334, -5.74512], [2.65296, 3.46740, 1.85607]], "mulliken_charge": [1.74, -0.16, -0.16, -0.15, -0.10, -0.16, 0.80, 0.02, -1.00, -1.34, 0.26, -0.18, 0.03, 0.24, -0.32, 0.62, 0.78, 0.01, -1.34, -1.53, 0.22, -0.72, 1.81, -0.96, -1.59, -0.88, -0.93, 0.19, 1.05, 0.74, -1.69, -1.02, -1.61, -0.10, 0.79, 0.54, -0.28, 0.70, -0.93, -0.68, -0.83, -0.84, -0.57, -0.11, 0.87, -0.93, -0.79, -0.91, 1.65, 0.61, -0.75, -0.58, -1.25, -1.58, -0.09, -1.24, -0.94, -1.09, 1.00, -0.80, -0.62, 0.42, 0.60, 0.46, 0.44, 0.35, 0.33, 0.19, 0.46, 0.29, 0.34, 0.46, 0.32, 0.37, 0.41, 0.55, 0.51, -0.03, 0.50, 0.22, 0.40, 0.60, 0.37, 0.45, 0.31, 0.26, 0.46, 0.56, 0.49, 0.69, 0.04, 0.47, 0.17, 0.49, 0.26, 0.01, -0.32, 0.62, 0.25, 0.34, -0.14, 0.53, 0.44, 0.15, 0.43, 0.30, 0.52, 0.35, 0.16, 0.39, 0.53, 0.45, 0.48, 0.34], "charge": 2, "homo_lumo_gap_ev": 8.256, "energy_ev": -212402.925, "lumo_ev": -5.06, "e_homo_ev": -13.32}

***

(5)
{"formula": "C6H13N", "method": "ωB97M-V/def2-TZVPD", "elements": ["N", "C", "C", "C", "C", "C", "C", "H", "H", "H", "H", "H", "H", "H", "H", "H", "H", "H", "H", "H"], "coordinates": [[1.28202, -0.84468, 1.55912], [-0.20909, 1.09912, -1.43286], [-2.64044, 1.68168, -1.14271], [1.17165, -2.28152, 1.83865], [0.74707, 0.96808, -0.22793], [0.97289, -0.54997, 0.16027], [-1.65853, 0.78976, -1.10496], [-0.08296, 2.10637, -1.82161], [0.24327, -2.80269, 2.05485], [0.81108, -0.38747, 2.30896], [1.68615, -2.48668, 2.84090], [0.16101, 1.47344, 0.56519], [1.78375, -2.88185, 1.11144], [-1.87139, -0.27934, -0.73673], [1.80338, -0.84508, -0.53593], [-3.66487, 1.32422, -1.13935], [0.13203, -1.02465, -0.30187], [0.05432, 0.63983, -2.38555], [1.75044, 1.54628, -0.35692], [-2.47177, 2.75518, -1.25298]], "nbo_charge": [-0.63, -0.47, -0.40, -0.43, -0.39, -0.22, -0.17, 0.21, 0.18, 0.37, 0.19, 0.20, 0.20, 0.20, 0.18, 0.20, 0.16, 0.22, 0.21, 0.20], "smiles": "C=CCCCNC", "charge": 0, "homo_lumo_gap_ev": 9.917, "energy_ev": -7920.842, "relative_energy_ev": 1.991, "lumo_ev": 1.15, "e_homo_ev": -8.77}

***

(6)
{"formula": "C4H15N4", "method": "ωB97M-V/def2-TZVPD", "elements": ["N", "N", "N", "N", "C", "C", "C", "C", "H", "H", "H", "H", "H", "H", "H", "H", "H", "H", "H", "H", "H", "H", "H"], "coordinates": [[-1.31231, -2.21004, -0.41643], [2.33994, 2.32218, -1.49894], [-0.10743, 1.58246, 1.32148], [0.50986, -2.14384, 1.00891], [-0.76002, -1.95384, 0.72674], [-2.79489, -2.29699, -0.71407], [0.50773, 1.54156, -0.01670], [1.54311, 2.66706, -0.26576], [-0.83474, 0.86469, 1.32336], [2.82053, 3.18232, -1.79358], [0.56364, 1.42704, 2.03662], [2.09361, 2.76847, 0.69639], [3.08216, 1.73067, -1.20404], [-3.05331, -3.30527, -1.08912], [-0.30338, 1.61730, -0.67689], [0.84765, -1.96631, 1.93911], [1.04606, 3.66000, -0.48910], [1.19459, -2.28107, 0.27778], [-2.93911, -1.57462, -1.52708], [-3.28909, -2.10726, 0.22955], [-0.77265, -2.53401, -1.21571], [0.99212, 0.56311, -0.21648], [-1.37408, -1.55359, 1.56395]], "nbo_charge": [-0.50, -0.82, -0.82, -0.72, 0.39, -0.40, -0.21, -0.23, 0.33, 0.37, 0.35, 0.17, 0.34, 0.24, 0.19, 0.44, 0.21, 0.43, 0.24, 0.23, 0.42, 0.13, 0.23], "charge": 1, "homo_lumo_gap_ev": 8.636, "energy_ev": -10344.772, "relative_energy_ev": 2.010, "lumo_ev": -3.63, "e_homo_ev": -12.27}

***

What is the formula in the fifth record? C6H13N